1.
DFT (ωB97M-V/def2-TZVPD) results for a 6-piece molecular cluster, C19H53O22P5 overall in a non-equilibrium geometry.

Calculated values
Lowest unoccupied orbital energy (alpha / beta) ... -4.5 / -9.6 eV
Expectation value of S² ... 0.756
Orbital gap (alpha / beta) ... 7.7 / 2.6 eV
Net charge ... +1
HOMO level (alpha / beta) ... -12.221 / -12.221 eV
F_max ... 4.08 eV/A
Electronic energy ... -4117.72092 Ha
2S+1 ... 2

Structure (XYZ):
```
99
Properties=species:S:1:pos:R:3:forces:R:3:lowdin_charge:R:1
C 2.134388 25.600115 -0.198469 0.646 0.637 -0.225 -0.11
O 1.606927 24.367757 -0.657993 -1.152 -0.947 0.040 -0.22
P 0.006407 24.082509 -0.788847 0.238 0.201 -1.104 0.42
O -0.805708 24.589613 0.308932 0.205 -0.071 0.590 -0.22
O -0.408087 24.793716 -2.148443 0.249 0.174 0.058 -0.19
C 0.273814 24.513896 -3.367340 0.870 -1.685 -0.651 -0.10
O -0.141957 22.495689 -1.114193 0.770 1.631 0.335 -0.18
C 0.175718 21.643587 -0.031651 -0.233 -1.551 1.749 -0.13
H 2.487247 26.215332 -1.026192 -0.255 -0.110 -0.332 0.09
H 3.053811 25.402873 0.352764 -0.122 -0.247 0.272 0.07
H 1.455228 26.222818 0.383842 -0.321 -0.370 0.118 0.09
H 0.136285 23.451601 -3.569123 -0.341 -0.029 -0.347 0.08
H 1.361235 24.578569 -3.329483 0.107 0.552 0.632 0.08
H -0.019163 25.077364 -4.253204 -0.686 0.337 0.672 0.10
H 1.021586 20.970739 -0.172647 0.383 0.609 -0.565 0.10
H -0.604283 20.938136 0.254746 -0.716 0.137 -0.913 0.07
H 0.262641 22.119358 0.945170 0.493 0.742 -0.221 0.07
C 8.317141 28.869271 0.024478 0.123 -1.094 -0.151 -0.04
O 6.998092 28.668020 0.616805 -0.505 -0.143 0.412 -0.23
P 6.243643 27.262670 0.634560 1.417 -2.153 -1.465 0.49
O 5.944063 26.629515 -0.695897 -0.521 1.596 2.041 -0.27
O 5.021523 27.522259 1.691051 1.857 -1.405 -0.422 -0.23
C 4.266341 28.680486 1.785953 -1.187 1.337 -0.571 -0.14
O 7.279092 26.212063 1.393452 -1.370 0.426 -0.192 -0.25
C 7.300965 24.780393 1.030477 0.118 0.190 -0.025 -0.08
H 8.886814 29.649138 0.529834 -0.546 -0.088 0.356 0.09
H 8.277960 29.119102 -1.035778 -0.497 -0.060 0.096 0.09
H 8.818296 27.907999 0.138117 0.387 0.223 -0.108 0.08
H 3.856722 28.940694 0.809938 0.252 0.368 -0.127 0.10
H 4.760873 29.530727 2.255667 0.494 -0.099 -0.280 0.09
H 3.368004 28.539843 2.387050 0.024 -0.669 0.280 0.06
H 8.331887 24.456703 0.887266 0.077 0.533 -0.174 0.09
H 6.725361 24.550213 0.133928 0.065 0.445 0.011 0.08
H 6.946549 24.131127 1.831075 -0.331 0.535 0.365 0.07
C -2.134592 23.349354 13.831996 1.061 -2.628 0.618 -0.11
O -1.959012 24.020068 12.610807 0.490 1.429 -2.044 -0.21
P -1.167753 25.388354 12.480250 2.514 2.294 2.253 0.54
O -0.001197 25.548064 13.459201 -2.762 -0.335 -2.056 -0.29
O -2.397754 26.459696 12.700440 1.217 -0.381 -1.435 -0.22
C -2.381907 27.466869 13.685225 -0.173 -0.261 3.076 -0.14
O -0.602370 25.676985 10.941742 -1.816 -1.055 1.344 -0.27
C 0.201133 26.886894 10.748068 -1.137 -1.206 0.363 -0.07
H -1.835110 22.320099 13.634402 -0.297 -0.360 -0.496 0.09
H -3.166517 23.228882 14.161736 0.084 1.018 0.027 0.10
H -1.355902 23.510706 14.577447 -0.494 1.312 0.249 0.09
H -1.537083 27.363211 14.366130 0.406 -0.139 -0.343 0.08
H -3.216398 27.266742 14.357292 -0.310 -0.242 -0.098 0.09
H -2.494846 28.542380 13.548773 0.218 -0.135 -1.782 0.09
H -0.399009 27.753784 11.024525 0.370 0.089 0.494 0.09
H 0.308112 26.964796 9.666137 0.468 -0.235 0.090 0.06
H 1.097282 26.675309 11.331368 0.165 0.854 -0.267 0.09
C -1.636520 18.633734 1.991790 -2.110 -2.975 -0.445 -0.16
O -0.957479 19.688454 2.543612 0.934 2.571 2.050 -0.21
P -1.385254 20.316752 4.012224 -0.053 -0.612 0.026 0.44
O -2.809530 20.334220 4.319036 -0.364 -0.113 -0.461 -0.21
O -0.531168 19.455605 5.035093 0.830 0.403 -1.900 -0.19
C -0.581647 19.527394 6.417444 0.457 -0.198 2.330 -0.13
O -0.745751 21.785098 4.120247 0.750 -2.192 0.717 -0.21
C -1.366771 22.852390 3.489852 -0.378 1.410 -1.205 -0.13
H -1.795194 18.584111 0.914539 0.462 1.311 -0.244 0.09
H -2.642829 18.510589 2.392145 -0.114 0.355 0.237 0.09
H -1.191371 17.650426 2.143558 0.685 0.151 0.619 0.09
H -1.087565 20.393649 6.843776 -0.936 -0.370 -0.384 0.10
H 0.364170 19.620380 6.951181 1.018 0.303 -1.068 0.08
H -0.832845 18.545082 6.817510 -1.153 0.217 -0.112 0.10
H -1.864863 22.505146 2.584630 0.230 0.416 -0.286 0.09
H -0.562551 23.565776 3.309836 -0.110 0.021 -0.650 0.07
H -2.110431 23.432319 4.036442 -0.127 -0.644 0.702 0.10
C 3.103537 34.271808 3.638086 -0.729 0.071 -1.308 -0.12
O 4.228437 34.347668 4.512644 -0.260 -0.932 2.331 -0.20
P 4.168026 33.605381 5.987205 -1.028 -0.922 -1.018 0.51
O 5.423428 33.417609 6.725271 -0.533 0.395 -0.927 -0.22
O 2.993047 34.370103 6.772773 0.302 -0.943 -0.816 -0.20
C 2.575690 33.713989 7.971467 0.014 -0.650 1.624 -0.11
O 3.424849 32.103201 5.684460 1.250 2.344 0.104 -0.27
C 4.272026 31.032694 5.265846 -1.583 -0.323 -0.686 -0.11
H 2.435927 33.427630 3.810556 0.354 -0.176 0.240 0.08
H 3.462495 34.235686 2.609520 0.464 -0.479 0.121 0.09
H 2.453841 35.143697 3.561906 0.289 0.447 1.048 0.09
H 1.544385 33.907212 8.266713 0.036 0.641 -0.630 0.09
H 3.212413 33.978236 8.815771 0.093 0.459 -0.166 0.09
H 2.635375 32.625662 7.962450 0.155 -0.069 -0.715 0.08
H 3.908837 30.694975 4.295204 0.251 0.492 -0.658 0.06
H 3.894002 30.184261 5.836251 1.044 -0.238 0.820 0.07
H 5.338674 31.247763 5.201742 -0.144 -0.159 0.612 0.10
O 3.132550 27.623501 4.714810 -0.063 -0.358 -0.136 0.37
C 2.539052 26.699681 5.295070 -1.339 -3.001 -0.096 -0.36
O 2.148822 25.509497 4.812207 1.367 3.513 0.418 0.08
C 2.647911 25.149121 3.472074 1.270 -1.194 -0.092 -0.11
C 4.117420 24.562824 3.604336 -1.335 -0.243 -0.085 -0.02
C 2.217970 26.837917 6.734270 0.445 -0.139 2.021 0.09
H 2.513052 25.964151 2.760985 0.337 0.260 0.290 0.11
H 1.916062 24.396464 3.178809 0.349 -0.213 0.000 0.13
H 4.186571 23.739261 4.315019 -0.705 -0.145 0.067 0.08
H 4.928725 25.203817 3.949319 -0.318 0.704 -0.587 0.08
H 4.327308 24.100659 2.639730 0.306 0.334 -0.100 0.08
H 1.176240 27.052734 6.972507 -0.060 0.208 -0.578 0.13
H 2.869467 27.433978 7.373289 -0.008 0.840 -0.724 0.12
H 2.440647 25.870125 7.183604 -0.235 -0.550 -0.447 0.13
```
Forces are in eV/Å.

2.
DFT (ωB97M-V/def2-TZVPD) results for C26H51Cl3N2O6PSiYb as an isolated structure in a non-equilibrium geometry.

Calculated values
Lowest unoccupied orbital energy (alpha / beta) ... -0.8 / -0.8 eV
Expectation value of S² ... 0.753
Energy above the lowest of the compared OMol25 structures with the same formula, charge and spin ... 1.3 kcal/mol
Orbital gap (alpha / beta) ... 3.7 / 3.7 eV
HOMO level (alpha / beta) ... -4.543 / -4.544 eV
F_max ... 3.75 eV/A
Electronic energy ... -4752.41237 Ha
2S+1 ... 2

Structure (XYZ):
```
91
Properties=species:S:1:pos:R:3:forces:R:3:lowdin_charge:R:1
C 2.264899 -2.449003 -6.260790 -0.088 -0.052 0.377 -0.08
C 2.228057 -1.645880 -7.530361 0.082 0.298 -0.865 -0.21
H 1.460779 -3.201360 -6.252678 0.137 0.156 -0.088 0.06
H 2.161648 -1.823310 -5.358746 0.130 -0.296 -0.594 -0.03
H 3.206286 -3.020844 -6.167185 -0.224 0.281 -0.023 0.10
C 2.076232 -2.264494 -8.717272 -0.498 0.632 0.588 -0.16
C 1.829785 -3.733516 -8.889971 0.131 -0.371 -0.282 -0.12
H 1.989551 -1.673157 -9.633182 0.298 -0.063 0.297 0.10
H 0.964010 -4.128595 -8.328219 0.320 0.271 -0.045 0.07
H 2.709906 -4.323532 -8.602098 -0.167 -0.015 0.045 0.07
H 1.641336 -3.938112 -9.949044 0.016 -0.111 0.141 0.06
Yb 2.382103 1.051693 -4.268825 0.099 0.659 1.052 0.68
Cl 3.483193 3.367299 -4.686170 0.163 0.532 0.135 -0.28
Cl 2.951247 -1.097482 -3.095611 0.241 -0.699 0.939 -0.24
C 0.968162 3.400829 -2.621071 0.457 -1.003 -0.156 -0.35
O 0.867187 2.148107 -2.606315 -0.300 1.679 0.462 -0.16
N -0.063256 4.257999 -2.540416 -0.426 -0.341 0.245 -0.17
C -1.421814 3.784133 -2.266341 0.187 0.125 -0.388 -0.04
C 0.069138 5.635580 -3.013627 0.334 -0.047 -0.060 -0.03
H 1.970697 3.867593 -2.719926 -0.505 -0.070 -0.143 0.06
H -1.398912 2.928289 -1.585381 0.060 0.093 -0.187 0.06
H -1.944031 3.498259 -3.191090 0.081 -0.005 0.258 0.08
H -1.963936 4.618181 -1.807509 0.003 -0.256 -0.010 0.08
H 1.013126 6.056335 -2.642456 -0.305 -0.007 -0.137 0.10
H -0.786609 6.202577 -2.628892 0.361 0.009 -0.090 0.08
H 0.078218 5.685818 -4.116577 -0.070 -0.034 0.429 0.10
H -0.181215 -4.239401 -0.754365 0.093 -0.084 0.092 0.08
H 1.145768 -3.176960 -3.661543 -0.384 -0.190 -0.223 0.04
C -0.919389 -4.306701 -1.559001 0.432 0.670 -0.561 -0.06
C 0.164026 -3.677522 -3.731659 -0.020 0.083 0.348 -0.03
N -0.678798 -3.303553 -2.584160 1.693 -3.202 -0.200 -0.21
H -1.901984 -4.133714 -1.128399 -0.298 -0.198 0.048 0.06
C -1.361555 -2.194252 -2.548707 -2.842 0.450 1.241 -0.44
O -0.912263 -1.146282 -3.207107 0.365 2.498 0.002 -0.21
H -0.328848 -3.431008 -4.694150 0.241 -0.031 0.544 0.09
H -2.293507 -2.158181 -1.953222 0.519 0.072 -0.488 0.10
H -0.859108 -5.288490 -2.024081 -0.168 -0.122 0.227 0.08
H 0.293312 -4.765127 -3.653767 0.151 0.275 -0.292 0.08
O 2.375199 0.379640 -6.158987 -0.013 -0.798 -1.626 -0.42
C 2.449877 -0.096141 -7.443381 0.187 -0.219 -0.314 -0.37
C 0.367570 0.293033 -8.940554 0.004 0.574 0.031 -0.05
C 1.515903 0.773944 -8.303755 -0.629 -0.541 0.085 -0.16
H 0.126452 -0.766706 -8.830575 -0.044 0.429 -0.262 0.10
C -0.462238 1.175827 -9.657158 0.175 -0.332 -0.016 -0.10
H 3.461402 0.091456 -7.900449 -0.351 -0.184 0.471 0.15
C 1.765128 2.147438 -8.305040 -0.142 0.090 0.020 -0.04
H -1.329328 0.768535 -10.178332 0.118 0.160 0.119 0.09
C -0.164643 2.535547 -9.734105 0.016 -0.116 0.316 -0.12
C 0.931215 3.015870 -9.005803 0.198 -0.149 -0.139 -0.10
H 2.584422 2.517419 -7.678339 -0.228 -0.022 -0.369 0.10
H -0.796720 3.223194 -10.309840 0.271 -0.334 0.254 0.09
H 1.165897 4.074304 -9.004799 -0.079 0.012 -0.010 0.09
Si -2.034116 -0.045911 -3.820245 0.424 -2.113 -3.066 0.40
Cl -1.159791 -0.081261 -0.654259 0.531 0.194 2.327 0.68
C -2.923183 -1.171426 -5.078231 -0.314 0.210 0.061 -0.16
C -1.129976 1.172322 -4.921439 0.185 0.468 0.353 -0.12
C -3.499932 0.475421 -2.855694 -0.405 0.539 0.996 -0.20
H -3.244103 -0.530777 -5.915554 -0.064 -0.336 0.075 0.03
H -3.815589 -1.627274 -4.618794 0.214 0.084 -0.298 0.02
H -2.303488 -1.989230 -5.473191 -0.024 0.369 0.062 0.03
H -4.006646 1.228954 -3.489439 0.115 -0.242 0.402 0.06
H -3.282378 0.876459 -1.859368 -0.393 0.233 -0.272 -0.02
H -4.174367 -0.393959 -2.748012 0.347 0.421 -0.018 0.04
H -1.059222 0.787883 -5.955461 -0.059 0.072 0.534 0.05
H -0.125348 1.468356 -4.593000 -0.476 -0.146 -0.080 -0.02
H -1.713995 2.102711 -4.931901 0.084 -0.064 -0.242 0.03
C -0.823961 3.934194 1.460632 -0.008 0.341 0.316 -0.07
C -0.349915 2.510387 1.426239 -0.498 -0.618 -0.205 -0.19
O -1.590433 1.626677 1.581246 0.395 0.100 0.539 -0.24
P -1.461047 0.090775 1.357336 0.435 -0.112 -1.742 0.30
O -0.263926 -0.470962 2.175718 -0.267 0.296 1.650 -0.23
C -0.320050 -0.340743 3.781253 0.075 -0.185 -1.482 -0.13
C 1.052900 -0.760769 4.214573 0.244 0.179 0.084 -0.06
O -2.764653 -0.663040 1.675430 -0.561 -0.602 1.099 -0.21
C -3.063018 -1.807972 2.728901 0.089 1.200 -0.925 -0.12
C -2.161638 -2.969444 2.483568 0.440 -0.249 -0.060 -0.06
H -1.740452 4.096488 0.880938 0.321 -0.156 0.031 0.08
H -0.025062 4.566989 1.057184 -0.169 -0.068 0.019 0.09
H -1.001917 4.248096 2.497737 -0.074 -0.039 -0.300 0.09
H 0.120806 2.221930 0.475528 -0.164 0.089 0.243 0.10
H 0.324786 2.290580 2.265814 -0.259 -0.114 -0.323 0.12
H -0.573934 0.705917 4.015767 0.051 -0.471 -0.240 0.12
H -1.109554 -1.030935 4.111985 0.432 0.381 -0.235 0.09
H 1.773387 0.042389 4.037019 -0.041 -0.229 -0.104 0.09
H 1.070223 -0.977874 5.286688 -0.160 0.037 -0.084 0.09
H 1.363781 -1.662783 3.680525 -0.045 0.158 0.077 0.10
H -2.961534 -1.329174 3.703074 -0.084 -0.073 -0.181 0.11
H -4.111189 -2.031701 2.543618 0.124 0.218 -0.188 0.13
H -1.138187 -2.757172 2.805001 -0.133 -0.149 -0.163 0.07
H -2.514036 -3.841825 3.041467 -0.078 0.152 0.021 0.10
H -2.151418 -3.243475 1.424680 -0.011 0.070 0.120 0.09
```
Forces are in eV/Å.

3.
DFT (ωB97M-V/def2-TZVPD) results for a 2-piece molecular cluster, C5H15NO2 overall in a non-equilibrium geometry.

Calculated values
Lowest unoccupied orbital energy ... 0.8 eV
Energy above the lowest of the compared OMol25 structures with the same formula, charge and spin ... 26.5 kcal/mol
Orbital gap ... 10.2 eV
HOMO level ... -9.357 eV
F_max ... 1.92 eV/A
Electronic energy ... -404.71279 Ha
2S+1 ... 1

Structure (XYZ):
```
23
Properties=species:S:1:pos:R:3:forces:R:3:nbo_charge:R:1
C 0.763047 2.971739 0.756381 -0.009 -0.625 0.622 -0.61
C 0.989730 1.453485 0.921264 1.121 0.981 0.815 -0.22
N 0.344945 0.702051 -0.123508 -0.386 -0.748 0.005 -0.64
C 1.623778 -1.390453 0.528967 0.323 -0.471 0.102 -0.64
C 0.301209 -0.753811 0.107688 0.791 0.578 -0.286 -0.08
C -0.204154 -1.432936 -1.145698 -1.304 -1.395 0.188 -0.06
O -0.657173 -2.781814 -0.865634 0.172 0.232 -0.044 -0.73
H -0.021010 3.301756 1.436584 -0.220 0.097 -0.298 0.22
H 1.655875 3.542481 1.020821 -0.021 -0.079 -0.215 0.21
H 0.476190 3.146314 -0.270351 -0.078 0.410 -0.211 0.21
H 2.078296 1.302139 1.019916 -0.018 -0.198 -0.603 0.16
H 0.684639 1.130972 1.920853 -0.675 -0.148 -0.227 0.19
H 0.754946 0.903005 -1.028725 0.120 0.063 0.067 0.36
H 2.166163 -0.882029 1.324649 -0.214 0.204 -0.005 0.22
H 1.435906 -2.393568 0.899607 -0.073 -0.234 0.079 0.22
H 2.317633 -1.530752 -0.308282 -0.172 0.293 -0.031 0.21
H -0.447990 -0.896248 0.899581 0.063 -0.100 -0.047 0.19
H 0.502480 -1.612476 -1.952622 0.461 0.660 0.104 0.18
H -1.067070 -0.895616 -1.544156 0.076 0.241 -0.092 0.17
H -0.760847 -2.901877 0.081747 -0.081 0.096 0.038 0.46
H -3.309499 0.270970 -0.636613 -0.122 0.195 0.089 0.46
H -1.911734 0.726560 -0.279262 0.157 0.439 0.107 0.48
O -2.839224 1.008831 -0.228538 0.089 -0.492 -0.159 -0.95
```
Forces are in eV/Å.